(1)
Here is a 3-piece molecular cluster, C3H8N2O2 overall from the Open Molecules 2025 dataset. Energies are from ωB97M-V/def2-TZVPD.

CARTESIAN COORDINATES (ANGSTROEM)
1 O -1.99929 -1.74799 0.66440
2 O -2.11524 -1.20618 -2.59200
3 N 0.77439 0.20489 1.15544
4 N 1.38797 2.35508 0.99603
5 C 2.08020 1.56587 0.03705
6 C 0.52247 1.52682 1.51747
7 C 1.70903 0.22038 0.15151
8 H 2.69569 2.24252 -0.57063
9 H -1.85124 -2.67407 0.72219
10 H -2.22182 -0.39200 -3.24861
11 H -0.40912 1.64239 2.15356
12 H -1.16707 -1.01197 -2.33916
13 H 2.32419 -0.67757 0.08788
14 H 0.28310 -0.63453 1.48370
15 H -2.01324 -1.41363 -0.21883

Results
LUMO, eV: 0.4
Relative energy (zero: lowest compared OMol25 entry of this formula, charge and spin), kcal per mole: 49.9
HOMO-LUMO gap, eV: 9.1392
Total energy, Ha: -379.061535
Structure (SMILES): c1c[nH]cn1.O.O


(2)
Here is an isolated molecule of C3H8N2O2S from the Open Molecules 2025 dataset. Energies are from ωB97M-V/def2-TZVPD.

CARTESIAN COORDINATES (ANGSTROEM)
1 S -2.23614 -1.84556 -0.12801
2 O -1.06561 1.39334 0.13438
3 O 2.11670 -1.97740 -0.33827
4 N -0.54095 -1.56172 -0.10498
5 N 1.62312 -0.90135 0.25261
6 C 0.19823 -0.75547 0.45573
7 C -0.27257 0.65427 1.07038
8 C -0.17574 1.70551 -0.97060
9 H -2.75963 -0.60414 0.17144
10 H 1.32864 -2.55814 -0.36547
11 H 0.01267 0.57192 -1.39067
12 H 0.91613 1.94584 -0.65428
13 H 0.60374 1.23100 1.48635
14 H -0.81452 2.25573 -1.76719
15 H -0.95495 0.41455 2.01079
16 H 2.02090 0.03162 0.13781

Results
LUMO, eV: 0.8
Relative energy (zero: lowest compared OMol25 entry of this formula, charge and spin), kcal per mole: 100.2
HOMO-LUMO gap, eV: 8.9340
Total energy, Ha: -777.119501
Structure (SMILES): COC/C(=N\S)NO